1.
Molecular formula: C3H8NOP
Method: DFT, the ωB97M-V functional and the def2-TZVPD basis

```
14
Properties=species:S:1:pos:R:3:forces:R:3
P -0.61715 -2.04524 0.54692 0.0 0.1 -1.0
O -0.42949 -2.31348 1.97384 0.1 -0.1 1.0
N 0.79063 0.55253 0.13133 0.2 -0.1 0.6
C 0.86509 0.69824 -1.10536 -0.4 1.0 -1.8
C -2.27264 -1.30750 0.29308 -0.5 0.7 0.3
C 1.75863 1.08196 1.03985 1.9 1.6 -1.2
H 2.23640 0.33426 1.62037 -0.3 -0.8 1.1
H 1.34193 1.92360 1.57710 -0.5 -0.4 0.7
H 1.62516 1.24232 -1.79743 -0.7 -0.8 1.6
H -2.80561 -0.98126 1.18201 0.3 -0.1 0.5
H -0.05779 0.38856 -1.60491 0.4 -0.3 -0.5
H 2.66232 1.58092 0.59136 -0.7 -0.4 -0.5
H -2.17446 -0.40142 -0.31483 0.0 -0.3 -0.3
H -2.94956 -2.01545 -0.18302 0.2 -0.1 -0.4
```
Forces are in eV/Å.

## Properties
Relative energy (zero: lowest compared OMol25 entry of this formula, charge and spin) ... 35.7 kcal/mol
DFT total energy ... -16065.5055 eV
Orbital gap ... 0.3362 hartree

Results of the natural (NBO) charge analysis, in e, for atoms 1 through 5:
1. P 1.335
2. O -1.006
3. N -0.415
4. C -0.036
5. C -1.088

=====

2.
Molecular formula: C3H8NOS
Method: DFT, the ωB97M-V functional and the def2-TZVPD basis

```
14
Properties=species:S:1:pos:R:3:forces:R:3
S 1.68765 -1.58797 1.08871 0.1 -0.1 0.0
O -0.13437 -0.44415 -2.21487 0.0 0.3 0.3
N -1.11128 1.10633 -0.15969 -0.8 0.1 0.2
C 0.22983 0.42179 -0.03473 0.2 0.5 -0.6
C 0.05764 -0.87119 0.72610 0.0 -0.4 0.2
C 0.64659 0.12122 -1.49726 -0.4 -0.5 -0.2
H 1.44807 -1.76398 2.39135 0.1 0.0 0.0
H 0.93185 1.13424 0.39632 -0.1 -0.1 0.3
H -1.51818 1.36748 0.74707 0.3 -0.1 -0.1
H 1.63076 0.42294 -1.85727 0.3 0.1 0.1
H -1.79074 0.48019 -0.60838 0.2 -0.2 -0.1
H -0.49247 -1.57127 0.09655 -0.1 0.0 0.0
H -1.09335 1.94735 -0.73838 0.2 0.1 0.0
H -0.49199 -0.76296 1.66448 0.1 0.2 -0.1
```
Forces are in eV/Å.

## Properties
Relative energy (zero: lowest compared OMol25 entry of this formula, charge and spin) ... 11.0 kcal/mol
Total charge ... +1
DFT total energy ... -17605.9545 eV
Orbital gap ... 0.3350 hartree

Results of the natural (NBO) charge analysis, in e, for atoms 1 through 5:
1. S 0.020
2. O -0.464
3. N -0.672
4. C -0.156
5. C -0.565

=====

3.
Molecular formula: C3H8NOS
Method: DFT, the ωB97M-V functional and the def2-TZVPD basis

```
14
Properties=species:S:1:pos:R:3:forces:R:3
S -1.83536 0.65343 -0.42043 2.0 0.3 0.0
O -1.58712 -0.48099 0.75164 1.0 -0.9 0.3
N 0.60934 1.38513 0.64518 1.6 -1.6 3.5
C 0.35122 -0.69187 -0.74559 2.7 -4.4 0.7
C -0.60551 -1.49733 0.28094 0.0 2.9 -1.6
C 0.15206 0.72445 -0.60354 -2.8 2.1 -1.0
H 1.70015 1.45983 0.85965 -2.7 -0.4 -0.8
H 0.23878 2.29644 0.54982 -0.2 1.6 0.2
H -1.11136 -2.15041 -0.37843 -0.7 -1.2 0.0
H 0.06035 -1.21905 -1.71585 0.9 1.8 0.8
H 0.49424 1.47275 -1.33687 -0.4 -1.0 -0.5
H 0.11635 0.99843 1.54516 1.0 0.4 -1.9
H 1.47638 -0.98288 -0.50047 -2.1 0.4 -0.6
H -0.05952 -1.96791 1.06879 -0.2 -0.1 0.8
```
Forces are in eV/Å.

## Properties
Relative energy (zero: lowest compared OMol25 entry of this formula, charge and spin) ... 44.4 kcal/mol
Total charge ... +1
DFT total energy ... -17604.5064 eV
Orbital gap ... 0.3470 hartree

Results of the natural (NBO) charge analysis, in e, for atoms 1 through 5:
1. S 0.543
2. O -0.673
3. N -0.717
4. C -0.516
5. C -0.062

=====

4.
Molecular formula: C3H8NOS
Method: DFT, the ωB97M-V functional and the def2-TZVPD basis

```
14
Properties=species:S:1:pos:R:3:forces:R:3
S 0.63214 1.97814 1.04920 -0.5 0.1 -0.5
O -0.68895 -0.73051 -0.62882 0.2 0.3 0.7
N -2.85821 -2.54747 -1.81700 -0.1 0.2 -0.5
C 1.12764 0.23947 1.24790 0.0 -1.3 1.2
C 0.45714 -0.67890 -0.98503 -0.4 -0.3 -1.2
C 1.47104 -0.06307 -0.10103 0.2 1.6 0.1
H -3.17103 -3.22096 -1.13385 0.0 0.1 0.2
H -3.67540 -2.10139 -2.21953 0.0 -0.2 0.0
H 0.33884 -0.37784 1.64990 -0.3 0.0 0.0
H 2.36858 0.38473 -0.52833 0.1 -0.3 0.0
H -2.31958 -1.80567 -1.39772 -0.1 -0.2 0.3
H 1.98916 0.21376 1.91471 0.2 0.2 0.0
H 0.73631 -0.96754 -2.00010 0.3 -0.2 -0.1
H 1.20980 2.43853 2.17512 0.5 -0.1 -0.2
```
Forces are in eV/Å.

## Properties
Relative energy (zero: lowest compared OMol25 entry of this formula, charge and spin) ... 82.4 kcal/mol
Total charge ... +1
DFT total energy ... -17602.8577 eV
Orbital gap ... 0.1402 hartree

Results of the natural (NBO) charge analysis, in e, for atoms 1 through 5:
1. S 0.263
2. O -0.356
3. N -1.082
4. C -0.650
5. C 0.297

=====

5.
Molecular formula: C3H8NPb
Method: DFT, the ωB97M-V functional and the def2-TZVPD basis

```
13
Properties=species:S:1:pos:R:3:forces:R:3
Pb 3.60957 -1.92889 0.00957 -1.9 1.8 0.5
N -1.58755 -0.63850 0.03128 -0.1 0.8 -0.8
C 0.41071 0.83575 0.56693 -0.2 0.1 -0.3
C 1.44250 -0.37062 0.15476 -0.3 -1.5 -1.7
C -0.93750 0.65491 -0.40613 1.0 0.1 0.3
H 0.87668 1.91631 0.38890 -0.9 -2.5 0.6
H -2.19043 -0.53082 0.87602 0.6 0.0 -1.4
H -2.06655 -1.14192 -0.74812 0.3 0.9 1.2
H 0.02120 0.69257 1.66174 1.1 0.4 -2.0
H -0.56700 0.60013 -1.51587 -0.9 -0.1 2.1
H -1.60830 1.60883 -0.30909 1.2 -1.7 -0.1
H 1.67360 -0.28134 -0.99146 -0.5 0.0 1.6
H 0.92308 -1.41640 0.28149 0.5 1.8 -0.2
```
Forces are in eV/Å.

## Properties
Total charge ... +1
DFT total energy ... -9967.3215 eV
Orbital gap ... 0.2124 hartree

Results of the natural (NBO) charge analysis, in e, for atoms 1 through 5:
1. Pb 1.347
2. N -0.894
3. C -0.440
4. C -0.834
5. C -0.219

=====

6.
Molecular formula: C3H8NS
Method: DFT, the ωB97M-V functional and the def2-TZVPD basis

```
13
Properties=species:S:1:pos:R:3:forces:R:3
S -1.21361 1.84907 0.56755 -0.6 0.2 0.8
N 0.90985 -0.45392 0.04741 -0.5 -2.3 -0.2
C 0.65578 -1.74921 0.54711 1.3 -0.9 0.7
C -0.44892 2.45874 -0.93246 -1.2 -1.9 -1.7
C -0.52522 -2.28829 1.07745 1.4 3.7 -4.8
H -0.83070 3.42233 -1.31192 0.9 -0.1 0.4
H -0.71735 1.71032 -1.73511 -0.2 0.8 0.2
H 1.66853 -0.31606 -0.61909 -0.5 -0.2 0.4
H 0.14938 0.26757 0.10261 0.1 -0.4 0.3
H -0.43866 -2.75760 1.97023 -0.2 -2.3 2.1
H 1.61195 -2.48718 0.59952 -1.7 2.2 0.3
H -1.41335 -1.85765 0.57412 0.1 0.0 1.5
H 0.59234 2.20188 -0.88742 1.1 1.3 0.0
```
Forces are in eV/Å.

## Properties
Relative energy (zero: lowest compared OMol25 entry of this formula, charge and spin) ... 53.0 kcal/mol
Total charge ... -1
DFT total energy ... -15564.7428 eV
Orbital gap ... 0.2389 hartree

Results of the natural (NBO) charge analysis, in e, for atoms 1 through 5:
1. S -0.666
2. N -0.856
3. C 0.076
4. C -0.769
5. C -0.642

=====

7.
Molecular formula: C3H8NS
Method: DFT, the ωB97M-V functional and the def2-TZVPD basis

```
13
Properties=species:S:1:pos:R:3:forces:R:3
S -0.18254 0.62096 -1.26946 1.1 -1.8 -0.7
N -0.11828 -0.07497 1.51771 -0.1 -0.8 -0.6
C -0.46702 -2.10706 0.10467 -1.6 -0.1 0.3
C 0.67333 1.91794 -0.44606 -0.2 -1.8 1.3
C -0.32832 -0.69706 0.53175 0.3 0.6 1.4
H -1.14151 -2.64874 0.76608 0.3 0.3 0.9
H 0.86871 2.66840 -1.13098 0.3 1.8 -0.8
H -1.02577 -2.29887 -0.78878 0.4 0.5 -1.1
H 0.30733 2.12647 0.54217 -0.8 0.8 0.0
H 0.13510 0.47246 2.32515 -0.2 -0.2 -0.3
H 1.56703 1.37135 -0.18684 0.8 0.1 -0.4
H 0.48159 -2.58692 0.12574 0.9 -0.3 -0.2
H -1.43228 0.91635 -1.47993 -1.2 0.9 0.2
```
Forces are in eV/Å.

## Properties
Relative energy (zero: lowest compared OMol25 entry of this formula, charge and spin) ... 37.9 kcal/mol
Total charge ... +1
DFT total energy ... -15557.0146 eV
Orbital gap ... 0.3883 hartree

Results of the natural (NBO) charge analysis, in e, for atoms 1 through 5:
1. S 0.287
2. N -0.572
3. C -0.734
4. C -0.739
5. C 0.517

=====

8.
Molecular formula: C3H8NS2
Method: DFT, the ωB97M-V functional and the def2-TZVPD basis

```
14
Properties=species:S:1:pos:R:3:forces:R:3
S -0.07277 0.02286 -1.83422 0.3 0.2 0.9
S -1.27949 2.40416 -0.33029 0.1 0.5 -1.2
N 0.92395 -1.43802 1.60263 -0.8 2.0 -1.2
C -0.05170 -0.34437 -0.20117 -0.9 2.2 -0.6
C -0.83187 1.72191 -2.00133 -2.9 -2.1 3.4
C 0.88715 -1.25622 0.31478 -0.5 -1.4 1.3
H 1.53705 -1.75289 -0.35138 1.0 -0.5 -0.4
H -1.72537 1.61965 -2.60740 -0.1 -0.2 0.0
H -0.23016 3.25580 -0.26943 -0.2 -0.2 0.0
H 0.03938 -0.97790 1.94823 1.3 -0.4 0.5
H 0.56707 -3.30341 3.09021 1.4 2.0 -1.8
H -0.56380 0.31113 0.58065 0.3 -0.8 -1.5
H 1.00414 -2.62298 2.51365 -1.6 -3.0 2.2
H -0.20358 2.36027 -2.45493 2.7 1.8 -1.6
```
Forces are in eV/Å.

## Properties
Relative energy (zero: lowest compared OMol25 entry of this formula, charge and spin) ... 113.6 kcal/mol
Total charge ... +1
DFT total energy ... -26389.3645 eV
Orbital gap (spin up / spin down) ... 0.2380 / 0.2380 hartree

Results of the natural (NBO) charge analysis, in e, for atoms 1 through 5:
1. S 0.620
2. S 0.029
3. N -0.391
4. C -0.239
5. C -0.620

=====

9.
Molecular formula: C3H8NSe
Method: DFT, the ωB97M-V functional and the def2-TZVPD basis

```
13
Properties=species:S:1:pos:R:3:forces:R:3
Se -1.06924 0.53647 -0.62260 -1.3 -0.4 -1.7
N 1.66695 0.41130 -0.41820 -2.5 -0.1 2.4
C -2.26180 -0.51314 -1.51226 0.5 0.9 1.1
C -0.19049 -0.22561 0.95964 0.7 -0.4 0.3
C 1.14461 0.52801 0.98587 0.2 1.1 -1.9
H -0.75957 -0.16044 1.86989 -0.6 0.4 0.2
H 1.82954 0.17211 1.80311 -0.8 0.4 -0.7
H 0.95458 1.61460 0.96978 0.1 -0.3 1.3
H 2.32429 1.10061 -0.66659 1.2 0.1 -0.5
H 1.71107 -0.54424 -0.63406 1.3 -1.1 -1.1
H -2.57874 -1.48356 -1.14675 0.4 -0.1 0.0
H 0.04239 -1.26509 0.84514 -0.2 -0.8 -0.5
H -2.81358 -0.17101 -2.43297 1.0 0.1 1.1
```
Forces are in eV/Å.

## Properties
Relative energy (zero: lowest compared OMol25 entry of this formula, charge and spin) ... 36.5 kcal/mol
Total charge ... +1
DFT total energy ... -70067.6199 eV
Orbital gap (spin up / spin down) ... 0.2838 / 0.2839 hartree

Results of the natural (NBO) charge analysis, in e, for atoms 1 through 5:
1. Se 0.867
2. N -0.836
3. C -0.476
4. C -0.576
5. C -0.251

=====

10.
Molecular formula: C3H8NSe
Method: DFT, the ωB97M-V functional and the def2-TZVPD basis

```
13
Properties=species:S:1:pos:R:3:forces:R:3
Se -1.97184 -0.10423 0.11701 -1.2 -2.7 0.6
N 1.02945 0.57287 0.58882 1.5 -3.1 0.7
C -1.38501 1.45676 -0.34350 -0.6 3.6 -0.1
C -0.42500 -1.03848 -0.52388 2.0 -1.4 -1.2
C 0.84897 -0.87901 0.48756 -2.7 1.1 -1.5
H 1.56663 -1.42642 -0.12045 0.9 0.5 0.4
H 1.89145 0.72281 0.12030 0.8 1.6 -1.0
H 0.99997 0.96028 1.52533 -0.6 0.5 0.0
H -2.09610 2.29751 -0.24145 0.8 -0.4 -0.2
H -0.59919 -2.13840 -0.60096 0.0 0.8 0.2
H -0.46256 1.54256 -0.87373 0.4 0.3 -0.5
H 0.66823 -1.24221 1.48130 -0.3 -0.6 0.2
H -0.06501 -0.72404 -1.61635 -1.0 -0.3 2.3
```
Forces are in eV/Å.

## Properties
Spin multiplicity ... 3
Relative energy (zero: lowest compared OMol25 entry of this formula, charge and spin) ... 16.0 kcal/mol
Total charge ... +1
DFT total energy ... -70064.8308 eV
Orbital gap (spin up / spin down) ... 0.2887 / 0.1937 hartree

Results of the natural (NBO) charge analysis, in e, for atoms 1 through 5:
1. Se 0.655
2. N -0.335
3. C -0.791
4. C -0.604
5. C -0.285

=====

11.
Molecular formula: C3H8O
Method: DFT, the ωB97M-V functional and the def2-TZVPD basis

```
12
Properties=species:S:1:pos:R:3:forces:R:3
O 2.80859 0.66590 -0.94030 0.1 0.2 0.0
C -2.06631 -1.18951 0.65205 0.2 0.1 -0.5
C 1.66950 0.70047 -0.18970 -0.1 0.2 -0.3
C 0.49277 0.98562 -0.72470 -0.2 0.5 0.3
H -2.46707 -0.18001 0.63920 -0.2 0.0 0.0
H 3.58402 0.68694 -0.37284 0.0 0.0 0.0
H -2.67112 -1.83546 1.27546 0.1 0.0 0.3
H 1.78301 0.51151 0.86854 0.0 -0.4 0.1
H 0.36321 1.44315 -1.69373 0.2 -0.4 -0.3
H -1.02693 -1.11174 0.96784 -0.1 -0.3 0.2
H -0.39538 0.91542 -0.11901 0.0 0.1 0.2
H -2.07430 -1.59230 -0.36282 0.0 0.1 0.0
```
Forces are in eV/Å.

## Properties
Relative energy (zero: lowest compared OMol25 entry of this formula, charge and spin) ... 24.2 kcal/mol
DFT total energy ... -5287.1018 eV
Orbital gap ... 0.3631 hartree

Results of the natural (NBO) charge analysis, in e, for atoms 1 through 5:
1. O -0.683
2. C -0.851
3. C 0.136
4. C -0.508
5. H 0.209

=====

12.
Molecular formula: C3H8O
Method: DFT, the ωB97M-V functional and the def2-TZVPD basis

```
12
Properties=species:S:1:pos:R:3:forces:R:3
O 4.59118 -0.23220 1.34339 -1.5 -3.1 -5.5
C -1.92168 -0.61818 0.23553 -1.8 -1.3 0.0
C -0.92331 -0.11889 -0.71622 -3.7 -0.2 -0.3
C -1.36616 0.78633 -1.52429 -1.2 3.8 -0.5
H -2.43023 1.24464 -1.30921 2.2 -1.0 -0.8
H -0.03706 -0.59482 -0.76981 3.1 -1.1 -0.1
H -1.49512 -1.46290 0.69229 0.2 -1.2 1.2
H -0.65756 1.40449 -2.07154 -0.4 -0.2 -0.7
H 4.37942 0.62269 1.13087 -0.8 3.2 -0.7
H 4.88790 -0.25948 2.15882 2.3 -0.1 6.2
H -2.98428 -0.94382 -0.10062 1.9 0.8 0.0
H -2.04309 0.17214 0.93081 -0.4 0.5 1.2
```
Forces are in eV/Å.

## Properties
Relative energy (zero: lowest compared OMol25 entry of this formula, charge and spin) ... 47.8 kcal/mol
DFT total energy ... -5286.0787 eV
Orbital gap ... 0.3908 hartree

Results of the natural (NBO) charge analysis, in e, for atoms 1 through 5:
1. O -0.918
2. C -0.649
3. C -0.181
4. C -0.385
5. H 0.184

=====

Number 10 is which compound?
C3H8NSe